Record 1
The following is a DFT calculation (ωB97M-V with the def2-TZVPD basis set) of an isolated molecule of C3H6OS at a distorted geometry.

XYZ file:
```
11
C3H6OS, DFT ωB97M-V with the def2-TZVPD basis set
C 0.515 -0.021 0.317
C -0.519 -1.148 0.028
C -0.531 1.091 0.029
H 1.609 0.135 -1.299
H 0.795 -0.024 1.380
H -0.277 -1.647 -0.941
H -0.515 -1.739 0.896
H -0.300 1.763 -0.841
H -0.610 1.682 0.939
O 1.787 -0.051 -0.303
S -1.955 -0.040 -0.205
```

Its charge is 0. As for the total energy: -591.28608 a.u. Its orbital gap is 9.7 eV. The SMILES is OC1CSC1. Its multiplicity is 1. Its energy above the lowest of the compared OMol25 structures with the same formula, charge and spin is 29.44 kcal per mole. The calculation puts the largest force on an atom at 0.067 hartree/bohr.

natural (NBO) population analysis, charges in e, atoms 1 to 5: number 1, C, carries 0.0893; number 2, C, carries -0.5279; number 3, C, carries -0.5357; number 4, H, carries 0.4616; number 5, H, carries 0.1743

---

Record 2
The following is a DFT calculation (ωB97M-V with the def2-TZVPD basis set) of a structure of composition C4H4O3 at a distorted geometry.

XYZ file:
```
11
C4H4O3, DFT ωB97M-V with the def2-TZVPD basis set
O -0.233 1.828 -1.453
C -0.524 0.951 -0.698
O -1.742 0.656 -0.164
C -1.195 -0.412 0.661
C 0.152 -0.256 -0.024
C 2.481 -0.076 0.258
O 1.298 -0.083 0.812
H -1.706 -1.357 0.476
H -1.211 -0.141 1.717
H 2.302 -0.060 -0.850
H 0.378 -1.052 -0.735
```

Its charge is 0. As for the total energy: -380.39435 a.u. Its orbital gap is 9.3 eV. Its multiplicity is 1. Its energy above the lowest of the compared OMol25 structures with the same formula, charge and spin is 95.81 kcal per mole. The calculation puts the largest force on an atom at 0.022 hartree/bohr.

natural (NBO) population analysis, charges in e, atoms 1 to 5: number 1, O, carries -0.5108; number 2, C, carries 0.7607; number 3, O, carries -0.4671; number 4, C, carries -0.0926; number 5, C, carries -0.0611

---

Record 3
The following is a DFT calculation (ωB97M-V with the def2-TZVPD basis set) of an isolated molecule of C19H22N2O4.

XYZ file:
```
47
C19H22N2O4, DFT ωB97M-V with the def2-TZVPD basis set
C -5.581 -0.766 -0.471
C -4.508 -1.205 0.514
H -4.908 -1.282 1.527
H -4.081 -2.165 0.206
O -3.456 -0.244 0.605
C -2.505 -0.299 -0.334
O -2.482 -1.100 -1.232
C -1.480 0.766 -0.133
C -0.152 0.406 0.102
C 0.800 1.421 0.210
C 0.385 2.750 0.090
N -0.878 3.064 -0.148
C -1.798 2.121 -0.265
C -3.190 2.579 -0.562
H -3.575 2.077 -1.448
H -3.188 3.652 -0.722
H -3.845 2.342 0.274
C 1.341 3.890 0.241
H 2.081 3.865 -0.557
H 1.866 3.820 1.192
H 0.793 4.826 0.195
C 2.209 1.075 0.558
O 2.544 0.584 1.604
O 3.055 1.412 -0.423
C 4.439 1.132 -0.207
C 4.796 -0.275 -0.663
H 5.857 -0.449 -0.508
H 4.569 -0.398 -1.719
H 4.231 -1.008 -0.091
H 4.660 1.252 0.858
H 4.978 1.884 -0.788
C 0.237 -1.006 0.234
C 1.237 -1.520 -0.576
C 1.626 -2.853 -0.466
C 0.995 -3.661 0.481
C 0.000 -3.145 1.287
C -0.390 -1.824 1.168
H -1.157 -1.417 1.810
H -0.480 -3.783 2.015
H 1.293 -4.696 0.576
N 2.668 -3.343 -1.229
H 2.712 -4.345 -1.324
H 2.868 -2.838 -2.078
H 1.702 -0.889 -1.321
H -5.974 0.210 -0.192
H -6.393 -1.488 -0.470
H -5.163 -0.708 -1.472
```

Its charge is 0. As for the total energy: -1147.74130 a.u. Its orbital gap is 8.9 eV. The SMILES is CCOC(=O)c1c(C)nc(C)c(C(=O)OCC)c1-c1cccc(N)c1. Its multiplicity is 1. Its energy above the lowest of the compared OMol25 structures with the same formula, charge and spin is 13.94 kcal per mole. The calculation puts the largest force on an atom at 0.012 hartree/bohr.

natural (NBO) population analysis, charges in e, atoms 1 to 5: number 1, C, carries -0.6349; number 2, C, carries -0.0770; number 3, H, carries 0.1906; number 4, H, carries 0.2012; number 5, O, carries -0.5113

---

Record 4
The following is a DFT calculation (ωB97M-V with the def2-TZVPD basis set) of the ion C4H5N2OS with charge +1 at a distorted geometry.

XYZ file:
```
13
C4H5N2OS, DFT ωB97M-V with the def2-TZVPD basis set
C 0.435 0.483 -0.074
C -2.329 0.311 -0.139
C 1.723 0.606 0.363
C 0.324 -1.893 -0.145
N -0.327 1.572 -0.342
N -0.218 -0.757 -0.127
O -1.715 1.395 0.103
S -3.438 -0.761 0.032
H 2.207 -0.337 0.290
H 2.338 1.470 0.219
H -0.428 -2.683 -0.038
H 1.458 -1.898 -0.225
H -0.033 2.492 0.082
```

Its charge is +1. As for the total energy: -737.90086 a.u. Its orbital gap (spin up / spin down) is 7.6 / 7.6 eV. Its multiplicity is 1. Its energy above the lowest of the compared OMol25 structures with the same formula, charge and spin is 123.66 kcal per mole. The calculation puts the largest force on an atom at 0.081 hartree/bohr.

natural (NBO) population analysis, charges in e, atoms 1 to 5: number 1, C, carries 0.2257; number 2, C, carries 0.3678; number 3, C, carries -0.3756; number 4, C, carries 0.0510; number 5, N, carries -0.2555

---

Record 5
The following is a DFT calculation (ωB97M-V with the def2-TZVPD basis set) of a cluster of 2 separate species, C3H7NO2 in total.

XYZ file:
```
13
C3H7NO2, DFT ωB97M-V with the def2-TZVPD basis set
C -2.015 0.068 0.331
C -1.196 -0.919 0.709
O -1.314 -2.225 0.380
C 1.562 0.615 0.023
O 0.792 0.909 -1.036
N 2.815 0.932 -0.303
H -1.845 1.077 0.692
H -2.897 -0.108 -0.283
H -0.115 0.648 -0.797
H -0.302 -0.737 1.298
H -2.104 -2.342 -0.166
H 3.551 0.771 0.364
H 3.067 1.311 -1.213
```

Its charge is 0. As for the total energy: -323.67128 a.u. Its orbital gap is 9.7 eV. Its multiplicity is 1. Its energy above the lowest of the compared OMol25 structures with the same formula, charge and spin is 68.83 kcal per mole. The calculation puts the largest force on an atom at 0.013 hartree/bohr.

natural (NBO) population analysis, charges in e, atoms 1 to 5: number 1, C, carries -0.6091; number 2, C, carries 0.1673; number 3, O, carries -0.6650; number 4, C, carries 0.2506; number 5, O, carries -0.7232

---

Record 6
The following is a DFT calculation (ωB97M-V with the def2-TZVPD basis set) of a cluster of 16 separate species, H32O16 in total at a distorted geometry.

XYZ file:
```
48
H32O16, DFT ωB97M-V with the def2-TZVPD basis set
O -2.079 0.561 4.547
H -2.402 -0.210 4.085
H -1.904 0.195 5.448
O -3.021 1.298 -3.616
H -2.097 1.557 -3.792
H -3.512 2.223 -3.337
O -0.696 -0.508 -2.255
H -1.202 -0.806 -3.048
H -1.406 -0.278 -1.650
O 2.365 1.902 0.384
H 2.595 1.713 -0.532
H 1.381 1.771 0.379
O -5.256 -0.645 0.337
H -4.740 -1.301 0.878
H -4.481 -0.243 -0.036
O -1.009 5.066 0.393
H -1.667 5.528 0.933
H -0.360 5.711 0.051
O -0.432 2.676 0.905
H 0.067 3.259 1.459
H -1.220 3.198 1.055
O 1.697 0.735 -1.834
H 1.915 -0.110 -2.235
H 0.768 0.528 -1.683
O 4.018 -2.797 1.736
H 4.298 -3.616 2.232
H 3.058 -2.816 1.673
O 2.066 3.717 -2.110
H 2.367 2.876 -1.770
H 2.688 3.812 -2.859
O 5.619 0.074 -1.245
H 5.584 -0.637 -0.563
H 5.684 -0.424 -2.065
O 1.016 -2.020 0.488
H 0.478 -1.331 0.088
H 1.567 -1.564 1.147
O 0.297 -2.293 -5.305
H 0.659 -3.164 -5.039
H 1.145 -1.829 -5.280
O -3.402 -2.063 3.213
H -3.517 -2.109 2.233
H -2.928 -2.882 3.475
O 2.592 -1.382 3.938
H 1.678 -1.656 3.907
H 2.677 -0.459 4.149
O -3.602 -3.546 0.676
H -2.879 -3.837 0.104
H -4.467 -3.874 0.341
```

Its charge is 0. As for the total energy: -1222.94052 a.u. Its orbital gap is 9.8 eV. Its multiplicity is 1. Its energy above the lowest of the compared OMol25 structures with the same formula, charge and spin is 162.06 kcal per mole. The calculation puts the largest force on an atom at 0.083 hartree/bohr.

natural (NBO) population analysis, charges in e, atoms 1 to 5: number 1, O, carries -0.9487; number 2, H, carries 0.4850; number 3, H, carries 0.4605; number 4, O, carries -0.9621; number 5, H, carries 0.4789

---

Record 7
The following is a DFT calculation (ωB97M-V with the def2-TZVPD basis set) of the ion C5H9N2 with charge +1 at a distorted geometry.

XYZ file:
```
16
C5H9N2, DFT ωB97M-V with the def2-TZVPD basis set
C 1.885 1.755 -0.101
C -1.178 -0.003 -0.253
C 0.996 -0.549 0.559
C -2.438 0.720 -0.305
C 1.075 -1.546 -0.538
N 1.772 0.650 0.245
N -0.369 -0.067 0.794
H 2.620 2.673 -0.180
H 1.436 -1.012 1.529
H -2.541 1.649 0.231
H -3.290 0.052 0.201
H -2.728 0.759 -1.443
H 0.272 -1.403 -1.290
H 0.758 -2.519 -0.180
H 2.054 -1.599 -0.960
H -0.323 0.441 1.693
```

Its charge is +1. As for the total energy: -304.98335 a.u. Its orbital gap (spin up / spin down) is 5.9 / 6.0 eV. Its multiplicity is 1. Its energy above the lowest of the compared OMol25 structures with the same formula, charge and spin is 154.79 kcal per mole. The calculation puts the largest force on an atom at 0.067 hartree/bohr.

natural (NBO) population analysis, charges in e, atoms 1 to 5: number 1, C, carries 0.4088; number 2, C, carries 0.1677; number 3, C, carries 0.0827; number 4, C, carries -0.7745; number 5, C, carries -0.6704

---

Record 8
The following is a DFT calculation (ωB97M-V with the def2-TZVPD basis set) of a structure of composition C11H10ClIrNO at a distorted geometry.

XYZ file:
```
25
C11H10ClIrNO, DFT ωB97M-V with the def2-TZVPD basis set
C 3.072 -0.439 -0.828
C 2.209 0.735 -0.912
C 0.959 0.285 -1.456
H 2.478 1.763 -0.651
C 0.920 -1.140 -1.400
C 2.239 -1.624 -1.004
H 2.557 -2.670 -0.894
H 4.127 -0.442 -0.617
H 0.166 0.939 -1.847
H 0.077 -1.783 -1.670
Ir 1.544 -0.570 0.659
Cl 1.646 1.078 2.252
C -1.910 0.713 1.011
C -2.628 -0.097 0.059
C -2.974 0.745 -1.044
H -2.932 -1.127 0.199
C -2.466 2.058 -0.772
C -1.814 2.042 0.492
H -1.321 2.877 0.999
H -1.467 0.384 1.945
H -3.548 0.437 -1.926
H -2.672 2.956 -1.352
O 0.234 -3.198 3.714
C 0.558 -2.357 2.926
N 0.948 -1.563 2.118
```

Its expectation value of S² is 8.789. Its charge is 0. As for the total energy: -1119.41194 a.u. Its orbital gap (spin up / spin down) is 6.1 / 5.5 eV. Its multiplicity is 6. The calculation puts the largest force on an atom at 0.082 hartree/bohr.

natural (NBO) population analysis, charges in e, atoms 1 to 5: number 1, C, carries -0.2863; number 2, C, carries -0.3855; number 3, C, carries -0.2311; number 4, H, carries 0.2756; number 5, C, carries -0.3645

---

Record 9
The following is a DFT calculation (ωB97M-V with the def2-TZVPD basis set) of a cluster of 2 separate species, C2ClNS in total at a distorted geometry.

XYZ file:
```
5
C2ClNS, DFT ωB97M-V with the def2-TZVPD basis set
C -0.889 0.257 -0.417
C 1.206 -0.403 0.539
N -1.869 0.757 -0.721
S 1.355 -1.962 0.620
Cl 2.059 0.954 0.838
```

Its charge is 0. As for the total energy: -989.18576 a.u. Its orbital gap (spin up / spin down) is 8.2 / 8.2 eV. Its multiplicity is 1. Its energy above the lowest of the compared OMol25 structures with the same formula, charge and spin is 67.86 kcal per mole. The calculation puts the largest force on an atom at 0.085 hartree/bohr.

natural (NBO) charges, unit e, in atom order: number 1, C, carries 0.0772; number 2, C, carries -0.2123; number 3, N, carries -0.4846; number 4, S, carries 0.3646; number 5, Cl, carries 0.2551

---

Record 10
The following is a DFT calculation (ωB97M-V with the def2-TZVPD basis set) of the ion HNO5S with charge -2 at a distorted geometry.

XYZ file:
```
8
HNO5S, DFT ωB97M-V with the def2-TZVPD basis set
N 0.023 -1.513 -0.120
O 0.749 -1.127 -1.236
O -1.952 0.305 1.760
O -0.194 0.022 3.386
O 0.158 1.584 1.568
O 0.402 -0.989 1.173
S -0.475 0.339 2.030
H -0.881 -0.917 -0.157
```

Its charge is -2. As for the total energy: -829.59087 a.u. Its orbital gap is 5.1 eV. The SMILES is O=S(=O)([O-])ON[O-]. Its multiplicity is 1. Its energy above the lowest of the compared OMol25 structures with the same formula, charge and spin is 47.91 kcal per mole. The calculation puts the largest force on an atom at 0.073 hartree/bohr.

natural (NBO) population analysis, charges in e, atoms 1 to 5: number 1, N, carries -0.1212; number 2, O, carries -0.8381; number 3, O, carries -1.0467; number 4, O, carries -1.0386; number 5, O, carries -1.0341

---

Record 11
The following is a DFT calculation (ωB97M-V with the def2-TZVPD basis set) of a structure of composition CH3PS at a distorted geometry.

XYZ file:
```
6
CH3PS, DFT ωB97M-V with the def2-TZVPD basis set
C -0.196 -0.809 0.350
P 0.953 0.525 0.169
S -2.403 -0.018 -0.073
H -0.510 -1.356 1.217
H 0.419 1.367 -0.759
H 1.737 0.291 -0.904
```

Its charge is 0. As for the total energy: -779.20302 a.u. Its orbital gap (spin up / spin down) is 6.0 / 5.9 eV. Its multiplicity is 1. Its energy above the lowest of the compared OMol25 structures with the same formula, charge and spin is 132.58 kcal per mole. The calculation puts the largest force on an atom at 0.125 hartree/bohr.

natural (NBO) population analysis, charges in e, atoms 1 to 5: number 1, C, carries -0.4293; number 2, P, carries 0.4319; number 3, S, carries -0.2138; number 4, H, carries 0.2131; number 5, H, carries -0.0004

---

Record 12
The following is a DFT calculation (ωB97M-V with the def2-TZVPD basis set) of an isolated molecule of C5H7N at a distorted geometry.

XYZ file:
```
13
C5H7N, DFT ωB97M-V with the def2-TZVPD basis set
C -0.746 -0.252 1.109
C -1.263 0.829 0.309
C 1.441 0.325 -0.554
C 0.387 -0.486 -1.322
C 0.041 0.215 -0.076
N -0.895 -0.932 2.137
H -2.136 0.584 -0.430
H -1.304 1.790 0.838
H 2.313 -0.001 0.033
H 1.480 1.332 -1.001
H 0.141 -0.297 -2.382
H 0.673 -1.550 -1.129
H -0.130 -1.557 2.467
```

Its expectation value of S² is 2.009. Its charge is 0. As for the total energy: -249.19358 a.u. Its orbital gap (spin up / spin down) is 5.8 / 8.4 eV. Its multiplicity is 3. Its energy above the lowest of the compared OMol25 structures with the same formula, charge and spin is 62.08 kcal per mole. The calculation puts the largest force on an atom at 0.089 hartree/bohr.

natural (NBO) population analysis, charges in e, atoms 1 to 5: number 1, C, carries 0.0501; number 2, C, carries -0.3646; number 3, C, carries -0.4169; number 4, C, carries -0.4404; number 5, C, carries 0.0051